Record 1
{
  "formula": "C2H3ClF2",
  "method": "ωB97M-V/def2-TZVPD",
  "species": ["C", "C", "F", "F", "Cl", "H", "H", "H"],
  "positions_angstrom": [[-0.207, 0.039, 0.031], [-1.649, 0.400, 0.013], [-1.971, 1.432, -0.818], [-1.960, 0.923, 1.282], [-2.739, -0.981, -0.264], [0.022, -0.043, -1.117], [0.470, 0.830, 0.373], [0.071, -0.759, 0.580]],
  "lowdin_charge": [-0.052, -0.928, 0.031, -0.026, 0.700, 0.138, 0.098, 0.039],
  "lumo_ev": 0.871,
  "e_above_lowest_ev": 0.433,
  "total_charge": 0,
  "smiles": "CC(F)(F)Cl",
  "homo_energy_ev": -11.883
}

---

Record 2
{
  "formula": "C6H10O",
  "method": "ωB97M-V/def2-TZVPD",
  "species": ["C", "C", "C", "O", "C", "C", "C", "H", "H", "H", "H", "H", "H", "H", "H", "H", "H"],
  "positions_angstrom": [[-0.722, 0.672, 2.281], [-0.508, -0.449, 1.270], [0.801, -0.304, 0.510], [1.025, -1.333, -0.470], [1.252, -0.263, -1.407], [0.034, -0.077, -2.327], [1.080, 0.849, -0.416], [-0.715, 1.647, 1.785], [0.067, 0.676, 3.041], [-1.681, 0.551, 2.795], [-1.326, -0.478, 0.541], [-0.495, -1.429, 1.762], [1.653, -0.251, 1.220], [2.184, -0.369, -1.972], [0.300, 0.528, -3.197], [-0.317, -1.063, -2.637], [-0.789, 0.431, -1.808]],
  "lowdin_charge": [-0.103, -0.202, -0.400, -0.078, -0.414, -0.034, 0.202, 0.073, 0.076, 0.072, 0.114, 0.119, 0.168, 0.148, 0.087, 0.092, 0.079],
  "lumo_ev": -0.134,
  "e_above_lowest_ev": 4.069,
  "total_charge": 0,
  "homo_energy_ev": -9.016
}